# 1
{"formula": "CBrIN4", "method": "ωB97M-V/def2-TZVPD", "relative_energy_kj_mol": 188.6, "e_homo_ev": -9.29, "gap_ev": 8.45, "charge": 0, "symbols": ["C", "N", "N", "N", "N", "Br", "I"], "positions_angstrom": [[-1.127710, 0.921224, -0.521013], [-1.409856, -0.125816, -0.880072], [0.876480, -0.415597, -0.173792], [-0.522900, -1.918921, 0.885281], [0.348263, -1.284554, 0.490261], [-0.906039, 2.517221, 0.314047], [2.741761, 0.306441, -0.114715]], "forces_ev_per_a": [[-0.868, 1.315, 0.699], [-1.287, -0.031, -1.065], [1.241, 0.305, -0.568], [2.302, 0.744, -0.332], [-2.077, -1.608, 1.283], [0.133, -0.470, -0.433], [0.555, -0.256, 0.416]], "nbo_charge": [0.122, -0.333, -0.541, -0.025, 0.203, 0.211, 0.362]}

=====

# 2
{"formula": "C4H9NO4", "method": "ωB97M-V/def2-TZVPD", "smiles": "NOC(O)(O)CO.C#C", "relative_energy_kj_mol": 492.3, "e_homo_ev": -9.84, "gap_ev": 10.60, "charge": 0, "symbols": ["C", "C", "O", "O", "O", "H", "H", "H", "H", "N", "C", "C", "O", "H", "H", "H", "H", "H"], "positions_angstrom": [[-0.104617, 1.420589, 1.478623], [-0.199167, 0.437429, 0.296202], [0.117823, 1.103251, -0.877275], [-1.233944, 2.233533, 1.566298], [-1.451600, -0.120231, 0.281310], [-0.103643, 0.540990, -1.633055], [-2.009285, 1.674746, 1.423310], [0.753601, 2.080989, 1.339055], [0.028610, 0.816933, 2.390132], [2.078078, -0.354569, 0.407494], [0.094810, -2.243627, -1.672253], [-0.980018, -2.007758, -2.164323], [0.702299, -0.677350, 0.456505], [2.194518, 0.351300, -0.321729], [2.333811, 0.063850, 1.303149], [1.018365, -2.535178, -1.256882], [-1.823464, -1.835577, -2.769299], [-1.416178, -0.949319, -0.247261]], "forces_ev_per_a": [[0.166, -0.457, -0.191], [0.824, -0.063, 0.264], [0.060, 0.362, -0.235], [-0.434, 0.238, -0.043], [-0.289, -0.617, -0.143], [-0.022, -0.069, 0.137], [0.067, 0.059, 0.043], [-0.018, -0.135, 0.021], [0.046, 0.058, -0.161], [0.092, 0.138, -0.074], [-1.183, -0.093, -0.650], [1.271, -0.286, 0.065], [-0.268, 0.197, 0.361], [-0.056, -0.056, 0.145], [-0.137, -0.017, -0.164], [0.388, 0.057, 0.328], [-0.578, 0.135, -0.086], [0.070, 0.549, 0.383]], "nbo_charge": [-0.105, 0.705, -0.729, -0.702, -0.737, 0.486, 0.481, 0.189, 0.168, -0.521, -0.173, -0.324, -0.432, 0.349, 0.335, 0.253, 0.246, 0.510]}

=====

# 3
{"formula": "C2H7NO3", "method": "ωB97M-V/def2-TZVPD", "smiles": "CNC(=O)O.O", "relative_energy_kj_mol": 59.1, "e_homo_ev": -10.05, "gap_ev": 10.73, "charge": 0, "symbols": ["C", "N", "C", "O", "O", "H", "H", "H", "H", "H", "H", "H", "O"], "positions_angstrom": [[0.773766, -0.156992, -2.360765], [0.250399, -0.704325, -1.105113], [-0.315661, -0.011527, -0.146076], [0.259277, 1.216532, 0.223502], [-1.227500, -0.384524, 0.582875], [-0.052033, -0.148948, -3.086251], [1.500750, -0.887813, -2.695753], [1.243215, 0.770524, -2.150578], [-0.362742, -1.485313, -1.330606], [-0.069278, 1.357957, 1.147668], [-0.264343, 0.533830, 4.192484], [-1.292618, 0.052107, 3.178509], [-0.443229, -0.151503, 3.550106]], "forces_ev_per_a": [[-0.407, -1.267, 0.413], [-0.201, -1.206, -2.095], [-1.165, 2.576, 4.413], [0.009, -1.003, -0.483], [0.224, -0.545, -0.983], [0.420, 0.607, 0.026], [0.301, 0.168, -0.293], [0.254, 0.929, -0.227], [0.303, -0.019, 0.480], [0.208, -0.274, -1.179], [-0.013, 0.171, 0.243], [-0.655, 0.045, -0.420], [0.723, -0.180, 0.106]], "nbo_charge": [-0.407, -0.606, 0.878, -0.726, -0.668, 0.194, 0.204, 0.225, 0.397, 0.508, 0.463, 0.478, -0.939]}

=====

# 4
{"formula": "C39H56F4O12S3", "method": "ωB97M-V/def2-TZVPD", "relative_energy_kj_mol": 266.9, "e_homo_ev": -8.57, "gap_ev": 8.79, "charge": 0, "symbols": ["F", "C", "C", "C", "C", "C", "C", "H", "H", "H", "H", "H", "F", "C", "C", "C", "C", "C", "C", "H", "H", "H", "H", "H", "F", "C", "C", "C", "C", "C", "C", "H", "H", "H", "H", "H", "F", "C", "C", "C", "C", "C", "C", "H", "H", "H", "H", "H", "C", "S", "O", "C", "H", "H", "H", "H", "H", "H", "C", "S", "O", "C", "H", "H", "H", "H", "H", "H", "C", "S", "O", "C", "H", "H", "H", "H", "H", "H", "C", "O", "C", "O", "O", "C", "H", "H", "H", "H", "H", "H", "C", "O", "C", "O", "O", "C", "H", "H", "H", "H", "H", "H", "C", "O", "C", "O", "O", "C", "H", "H", "H", "H", "H", "H"], "positions_angstrom": [[3.457166, 4.489597, -2.144202], [2.339586, 4.724727, -2.868232], [1.163776, 5.184617, -2.257402], [0.027526, 5.260307, -3.068302], [0.067866, 4.934337, -4.408492], [1.219416, 4.615897, -5.009672], [2.412656, 4.582907, -4.212402], [1.143256, 5.428817, -1.205572], [-0.899434, 5.517207, -2.577252], [-0.842104, 4.862827, -4.985772], [1.393486, 4.406897, -6.054862], [3.322786, 4.269057, -4.701852], [-3.823774, 3.723067, 1.243578], [-3.943454, 3.477177, -0.096622], [-3.065444, 2.591087, -0.656302], [-3.243144, 2.241577, -1.961632], [-4.230094, 2.843477, -2.759492], [-5.159804, 3.686587, -2.157712], [-5.012744, 4.047037, -0.825432], [-2.304634, 2.068397, -0.095622], [-2.611954, 1.540637, -2.487622], [-4.507484, 2.597627, -3.773892], [-5.964264, 3.947377, -2.829452], [-5.746864, 4.654747, -0.317332], [-5.680104, -0.630183, 7.243858], [-5.133754, -1.202323, 6.166178], [-5.810474, -1.167073, 4.964238], [-5.244754, -1.667033, 3.821308], [-3.999314, -2.317073, 3.899048], [-3.297114, -2.447253, 5.130858], [-3.892574, -1.836433, 6.222388], [-6.687864, -0.546593, 4.856588], [-5.646804, -1.398953, 2.855438], [-3.547194, -2.694313, 2.993688], [-2.326934, -2.908463, 5.242448], [-3.337524, -1.874193, 7.148068], [-6.155114, -3.920813, 1.171428], [-5.527364, -3.099393, 0.281488], [-6.235034, -1.996663, -0.275622], [-5.591564, -1.124743, -1.101792], [-4.293184, -1.406203, -1.443862], [-3.603764, -2.497793, -0.996332], [-4.203674, -3.390723, -0.161912], [-7.226794, -1.915363, 0.144148], [-6.165474, -0.293423, -1.483782], [-3.813624, -0.710573, -2.116572], [-2.594194, -2.629233, -1.356732], [-3.552604, -4.213313, 0.094728], [-0.860044, 1.451317, -5.422652], [0.202496, 0.490827, -4.263882], [-0.148324, 0.905057, -2.851392], [-0.643604, -1.203883, -4.556142], [-0.569554, 2.497727, -5.329252], [-1.917794, 1.411057, -5.162582], [-0.540944, 1.193657, -6.432552], [-1.443104, -1.323453, -3.824972], [0.041386, -2.028393, -4.753792], [-1.144254, -1.065543, -5.514432], [4.328436, 1.231747, -1.735282], [5.357036, -0.263803, -2.212662], [4.599226, -0.932983, -3.384632], [6.842636, 0.519877, -2.920692], [4.665396, 1.616477, -0.772712], [3.327856, 0.803987, -1.672322], [4.403036, 1.854577, -2.626702], [7.231186, 1.203897, -2.166202], [6.715266, 1.143987, -3.805212], [7.497256, -0.325433, -3.132862], [4.797986, 3.043667, 3.883428], [4.898006, 3.909877, 2.192538], [5.965246, 3.162037, 1.342878], [3.290966, 3.250337, 1.545268], [5.766246, 2.930197, 4.370988], [4.090556, 2.215417, 3.923768], [4.163336, 3.699337, 4.479598], [3.162206, 3.590337, 0.517688], [2.449736, 3.464067, 2.204628], [3.381156, 2.164197, 1.529288], [-0.095664, -5.884343, 0.087628], [-0.044634, -4.794483, -0.847852], [0.909896, -3.876003, -0.688992], [1.615246, -3.690843, 0.278598], [0.913066, -3.181933, -1.813922], [1.585366, -1.976593, -1.831952], [-0.966484, -5.838183, 0.741578], [0.822836, -6.088433, 0.637898], [-0.295344, -6.788793, -0.486992], [2.625236, -2.202223, -1.595612], [1.213686, -1.246573, -1.112902], [1.583416, -1.554283, -2.836812], [-1.115124, -1.172253, 0.693858], [-0.091774, -0.511093, 1.420088], [0.836646, 0.319247, 0.967388], [2.064286, 0.330557, 1.294818], [0.209936, 1.210787, 0.228988], [0.933776, 2.300697, -0.320272], [-2.039804, -1.117143, 1.268338], [-0.824844, -2.202513, 0.487968], [-1.264134, -0.575443, -0.205972], [0.355436, 2.686157, -1.159932], [1.874816, 2.022207, -0.794602], [1.028906, 3.166317, 0.335298], [2.529206, -2.813363, 3.378988], [3.198416, -2.818633, 4.651828], [4.189026, -3.770733, 4.855568], [4.909116, -4.154453, 3.988998], [4.161746, -4.170223, 6.097018], [4.982146, -5.212933, 6.603248], [2.098796, -1.834653, 3.166898], [1.794526, -3.615803, 3.312368], [3.215376, -2.839733, 2.532488], [5.875716, -4.707833, 6.969998], [5.183866, -5.953223, 5.829058], [4.492716, -5.861303, 7.329998]], "forces_ev_per_a": [[-0.259, 0.197, 0.206], [-0.234, 0.812, 0.645], [0.071, -0.447, -0.813], [0.453, 0.009, 1.539], [-1.954, 0.020, -0.247], [3.731, -0.031, 0.591], [-0.999, -0.993, -1.868], [-0.052, -0.063, 0.049], [-0.167, 0.104, -0.164], [-0.268, 0.343, 0.066], [-0.575, -0.025, -0.140], [0.225, 0.091, 0.196], [-0.184, 0.156, -0.824], [-1.165, 0.692, 0.307], [0.378, -0.614, 0.409], [-0.426, 0.302, -2.793], [-0.663, -0.186, 1.234], [0.742, -0.284, -0.250], [0.442, -0.498, 0.699], [0.069, 0.242, 0.332], [0.445, -0.188, 0.467], [0.764, -0.430, -0.206], [-0.362, 0.659, 0.546], [0.078, 0.118, 0.079], [0.127, 0.045, 0.243], [0.660, -0.987, -0.966], [-0.537, 1.243, 0.246], [1.885, -0.479, -0.063], [0.406, -0.240, 0.504], [-1.916, 0.986, -1.351], [0.199, -0.057, 1.130], [-0.309, -0.132, 0.299], [-0.269, -0.399, -0.064], [0.021, -0.071, -0.136], [-0.049, -0.071, -0.227], [-0.199, 0.161, 0.320], [0.436, 0.605, -0.673], [0.924, 0.031, -1.265], [0.250, -2.428, 2.598], [-0.602, -0.115, -0.126], [0.347, 1.629, -1.165], [0.134, 0.583, -0.724], [-1.142, -0.287, 1.226], [-0.285, 0.448, -0.388], [0.336, 0.236, -0.162], [0.236, 0.054, -0.078], [0.120, -0.287, 0.113], [-0.673, -0.459, 0.648], [0.757, 0.413, 0.590], [-0.980, -0.769, 0.491], [0.082, -0.257, -1.035], [-0.080, 1.555, -1.141], [0.194, -0.041, 0.380], [0.015, -0.496, -0.311], [-0.540, -0.446, -0.041], [0.488, -0.217, 0.318], [0.129, 0.133, 0.863], [-0.131, 0.039, -0.103], [0.767, -1.446, -0.960], [-1.343, -0.351, -1.445], [1.009, 1.124, 1.648], [-0.375, 0.283, 0.368], [0.097, 0.300, -0.256], [0.072, 0.020, 0.087], [-0.112, 0.491, 0.444], [0.295, -0.349, 0.285], [-0.571, -0.354, -0.182], [0.150, 0.258, 0.081], [-1.383, 1.112, -0.474], [1.158, -2.645, -0.626], [-1.867, 1.344, 1.447], [0.882, -0.282, 0.513], [-0.134, -0.190, -0.430], [0.874, -0.862, -0.720], [0.450, 0.855, 0.194], [0.084, 0.331, 0.274], [0.050, 0.450, -0.085], [0.187, 0.019, -0.049], [-0.324, -0.980, -0.276], [0.006, -0.805, 0.668], [0.453, 0.195, 0.686], [-0.662, -0.253, -0.673], [-1.542, -0.717, -0.567], [2.104, 1.039, 0.159], [0.211, 0.674, 0.229], [-0.017, 0.664, 0.002], [0.146, 0.117, -0.382], [0.175, 0.451, 0.068], [-0.224, -0.107, -0.031], [-0.267, -0.239, 0.116], [-0.112, 1.171, -0.750], [1.420, -1.343, 1.932], [2.946, 0.195, 1.065], [-4.646, -0.269, -1.197], [0.303, 0.938, -0.616], [-0.180, 0.857, -1.474], [0.187, -0.153, 0.156], [-0.002, 0.088, 0.032], [-0.223, -0.439, -0.391], [-0.364, -0.368, 0.050], [0.079, -0.207, 0.612], [0.128, -0.554, 0.528], [0.774, 0.448, -0.868], [0.456, -0.760, 0.792], [-1.392, 0.950, -1.616], [0.671, -0.508, -0.408], [-1.445, 0.166, 1.680], [0.709, -0.374, -1.037], [-0.430, -0.003, 0.893], [0.060, 0.084, 0.066], [0.351, -0.763, 0.201], [0.127, -0.644, 0.171], [0.557, 0.438, -0.419], [-0.450, 0.992, 0.476]], "lowdin_charge": [0.052, -0.287, -0.006, -0.066, -0.139, -0.084, 0.000, 0.116, 0.109, 0.107, 0.110, 0.117, 0.042, -0.248, -0.019, -0.089, -0.092, -0.096, -0.004, 0.113, 0.075, 0.094, 0.102, 0.112, 0.071, -0.283, -0.032, -0.083, -0.077, -0.062, -0.030, 0.117, 0.096, 0.079, 0.103, 0.111, 0.039, -0.229, -0.022, -0.083, -0.105, -0.119, -0.007, 0.117, 0.112, 0.090, 0.105, 0.111, -0.248, 0.861, -0.579, -0.201, 0.008, 0.055, 0.055, 0.046, 0.048, 0.026, -0.213, 0.847, -0.599, -0.269, 0.042, 0.022, 0.045, 0.050, 0.055, 0.043, -0.234, 0.867, -0.607, -0.282, 0.050, 0.044, 0.030, 0.024, 0.060, 0.030, -0.032, -0.001, -0.618, 0.135, 0.010, -0.050, 0.088, 0.099, 0.089, 0.102, 0.088, 0.071, -0.023, -0.003, -0.550, 0.069, -0.004, -0.059, 0.096, 0.086, 0.090, 0.068, 0.075, 0.083, -0.052, -0.032, -0.602, 0.142, 0.008, -0.030, 0.077, 0.093, 0.087, 0.103, 0.093, 0.092]}

=====

# 5
{"formula": "C5H17O6", "method": "ωB97M-V/def2-TZVPD", "relative_energy_kj_mol": 218.2, "e_homo_ev": -5.49, "gap_ev": 8.77, "charge": -1, "symbols": ["O", "C", "C", "C", "C", "C", "O", "H", "H", "H", "H", "H", "H", "H", "H", "H", "H", "H", "O", "H", "H", "O", "H", "H", "O", "H", "H", "O"], "positions_angstrom": [[-4.466004, 0.425481, -1.971988], [-3.505949, -0.192353, -1.564613], [-2.497754, 0.382980, -0.635492], [-1.563667, -0.665609, -0.025244], [-0.568353, -1.245683, -1.015034], [0.535780, -0.248732, -1.421354], [1.762241, -0.636932, -0.838191], [-3.407397, -1.245684, -1.891551], [-2.971777, 0.994421, 0.138428], [-1.903012, 1.143689, -1.159613], [-2.159092, -1.463719, 0.439069], [-1.020535, -0.262691, 0.826982], [-0.075111, -2.121525, -0.581214], [-1.061117, -1.641706, -1.914527], [0.675670, -0.267115, -2.510753], [0.322083, 0.785659, -1.083558], [4.160307, 1.009277, -0.989323], [2.438204, 0.271178, -0.829437], [3.262694, 1.326265, -0.799085], [2.645001, 2.775085, 1.659644], [3.302311, 1.778257, 0.645615], [3.259008, 2.047398, 1.656095], [1.712689, -0.838850, 0.875355], [2.288312, 0.053378, 2.015835], [1.776759, -0.769927, 1.865868], [0.299006, -0.550539, 2.722657], [-0.263413, -1.454934, 3.826667], [-0.469578, -0.681117, 3.341038]], "forces_ev_per_a": [[0.149, -0.083, 0.013], [-0.913, 0.410, -0.267], [0.967, 0.224, 0.543], [-0.275, -0.312, 0.282], [0.164, -0.003, -0.346], [0.769, -0.388, 0.302], [0.021, 0.466, 0.179], [0.332, -0.021, 0.170], [-0.383, -0.306, -0.052], [-0.039, -0.251, -0.308], [-0.084, 0.019, -0.211], [0.071, 0.279, -0.053], [0.072, 0.195, 0.066], [-0.162, 0.208, 0.091], [-0.287, 0.293, -0.044], [-0.304, -0.287, -0.331], [-0.499, 0.109, 0.023], [0.119, -0.420, -0.121], [0.279, -0.212, -0.051], [-0.312, 0.350, 0.081], [-0.032, 0.071, 0.466], [0.242, -0.571, -0.422], [0.151, 0.176, 0.080], [-0.172, -0.294, -0.244], [0.220, 0.459, 0.024], [-0.186, -0.393, 0.402], [0.412, -1.080, 0.598], [-0.319, 1.362, -0.871]], "nbo_charge": [-0.549, 0.447, -0.536, -0.403, -0.431, -0.057, -0.841, 0.105, 0.239, 0.241, 0.196, 0.239, 0.225, 0.178, 0.146, 0.152, 0.441, 0.506, -1.150, 0.446, 0.507, -1.048, 0.511, 0.504, -1.028, 0.507, 0.453, -1.001]}

=====

# 6
{"formula": "C5H10O2", "method": "ωB97M-V/def2-TZVPD", "relative_energy_kj_mol": 318.0, "e_homo_ev": -9.23, "gap_ev": 10.23, "charge": 0, "symbols": ["C", "O", "C", "C", "O", "C", "C", "H", "H", "H", "H", "H", "H", "H", "H", "H", "H"], "positions_angstrom": [[0.199511, -2.564437, -0.398115], [1.163371, -1.650526, 0.073674], [0.014596, 1.176035, -1.069090], [-1.180915, 0.575861, -1.020618], [-1.599989, 1.002289, 0.210792], [-0.324588, 1.740235, 0.295397], [0.468495, 1.317380, 1.508013], [-0.831303, -2.230620, -0.204007], [0.302106, -2.756662, -1.476424], [0.359606, -3.508337, 0.129915], [0.813055, 1.304476, -1.785467], [0.981145, -0.802776, -0.358110], [-1.821113, -0.055937, -1.628519], [-0.553083, 2.810360, 0.288431], [1.445798, 1.812003, 1.509795], [-0.058116, 1.596655, 2.426315], [0.621422, 0.233999, 1.498018]], "forces_ev_per_a": [[-0.220, -0.346, -0.116], [0.041, 0.208, -0.098], [-0.103, -0.050, -0.049], [0.013, -0.032, -0.276], [-0.078, -0.070, 0.044], [0.207, 0.218, 0.229], [0.012, -0.003, 0.003], [0.189, -0.031, 0.027], [0.001, 0.033, 0.152], [-0.048, 0.139, -0.071], [-0.145, -0.059, 0.116], [0.047, -0.102, 0.072], [0.148, 0.096, 0.047], [0.024, -0.112, 0.021], [-0.126, -0.054, -0.020], [0.053, -0.016, -0.144], [-0.014, 0.181, 0.062]], "nbo_charge": [-0.249, -0.735, -0.404, 0.152, -0.496, 0.091, -0.640, 0.160, 0.158, 0.184, 0.233, 0.473, 0.201, 0.196, 0.217, 0.221, 0.238]}